ORCA calculation (ωB97M-V/def2-TZVPD) on a structure of composition C56H47FeNOP3Si.

E_tot = -132501.6562 eV
spin multiplicity = 1
net charge = +1

Cartesian coordinates (Å):
1 Fe -0.174629 0.228247 -0.515014
2 P -1.159281 -1.002215 1.244782
3 P 1.679225 -1.402064 -0.771739
4 P -1.074217 2.295362 -0.272831
5 Si 1.279245 0.953467 0.963948
6 O 0.369177 0.675737 -2.354383
7 N 1.951258 2.270966 -2.353112
8 C 1.986821 -1.037624 4.595140
9 C 1.857822 -1.705405 -2.566800
10 C -2.082552 2.324967 -2.892309
11 C -1.207791 -4.922257 -0.154985
12 C 1.122137 -0.143394 2.515753
13 C 3.219723 -0.556359 -0.284945
14 C 1.960993 3.618593 2.026528
15 C -3.713261 2.680587 0.651108
16 C 2.353690 -3.135553 1.298930
17 C 1.981476 -2.182188 -5.318299
18 C 2.623616 -4.355901 1.895927
19 C -3.240039 -2.416678 2.470579
20 C -4.619244 -0.190994 3.356329
21 C 0.891500 -2.626796 -4.580362
22 C -5.092768 -1.455606 3.660714
23 C -1.996079 3.114952 2.270465
24 C -2.736875 2.860502 -3.994678
25 C -4.395433 -2.570161 3.216791
26 C 2.080698 -0.156413 3.530801
27 C 2.592257 -5.523572 1.146884
28 C 0.065335 -1.067179 2.594716
29 C 2.314458 -5.454729 -0.209914
30 C -2.962697 3.475681 3.197726
31 C 0.229731 3.446876 0.360279
32 C 4.480866 -1.083604 -0.557770
33 C 1.147431 2.823234 1.218605
34 C -4.677849 3.044686 1.577262
35 C 1.106315 1.455550 -2.978212
36 C 3.072474 0.648649 0.407183
37 C -3.456572 -0.037119 2.613708
38 C 2.034612 -3.060101 -0.056195
39 C 2.935362 -1.242774 -3.316968
40 C 2.997832 -1.486023 -4.684136
41 C -1.941031 -4.746305 -1.318255
42 C 0.212631 4.838028 0.250108
43 C 0.827358 -2.385368 -3.218007
44 C -3.051550 4.912641 -2.800485
45 C 4.222344 1.369711 0.723964
46 C 1.914161 4.998677 1.945102
47 C -2.359259 2.719618 0.981143
48 C 1.062407 5.605996 1.027930
49 C 5.478575 0.877022 0.405963
50 C 0.922874 -1.927625 4.672683
51 C -4.305063 3.451244 2.850716
52 C 1.024057 1.510527 -4.473507
53 C -1.878074 3.077406 -1.737981
54 C -3.205698 4.162219 -3.960330
55 C -2.356728 -3.472284 -1.687253
56 C 2.043284 -4.232752 -0.808693
57 C -2.029199 -2.387483 -0.892919
58 C -1.293037 -2.556399 0.285996
59 C -2.409392 4.371744 -1.700977
60 C -0.041798 -1.937307 3.679823
61 C -2.751636 -1.143333 2.155966
62 C -0.892572 -3.835578 0.651447
63 C 5.611768 -0.360915 -0.213502
64 H 2.312823 -6.354735 -0.812232
65 H -0.955445 3.150471 2.561198
66 H -0.032452 -2.731560 -2.656531
67 H -5.723848 3.012849 1.299066
68 H -2.199234 -5.601924 -1.929404
69 H 6.595420 -0.757112 -0.430599
70 H 1.046643 6.684691 0.936176
71 H 2.018301 2.273570 -1.343998
72 H 2.803861 -6.477220 1.613783
73 H -0.458729 5.336137 -0.433207
74 H 2.410563 -2.238395 1.902376
75 H -0.882793 -5.913306 0.136093
76 H 2.033195 -2.374757 -6.382680
77 H -3.098143 0.953879 2.402731
78 H 2.743566 -1.032201 5.370330
79 H 2.869966 -4.389654 2.950199
80 H -4.756362 -3.564778 3.445906
81 H -0.878511 -2.620585 3.748770
82 H -2.730260 -3.303163 2.120251
83 H -2.891914 2.249072 -4.875031
84 H -1.763028 1.292828 -2.921904
85 H -5.058132 3.748145 3.569930
86 H 4.144391 2.324825 1.231925
87 H -0.327140 -3.989907 1.563191
88 H -6.000968 -1.577113 4.237431
89 H -3.714273 4.583017 -4.818174
90 H 2.545659 2.887840 -2.878508
91 H 3.738669 -0.695374 -2.842995
92 H -2.662875 3.778810 4.192942
93 H -2.372378 4.950075 -0.787745
94 H 2.931980 0.516123 3.477915
95 H -5.149753 0.689690 3.695878
96 H 6.362886 1.449135 0.659129
97 H 2.550519 5.604482 2.578358
98 H -3.455271 5.915955 -2.745068
99 H 0.843413 -2.609341 5.509914
100 H 3.851685 -1.133357 -5.250052
101 H 2.644309 3.152207 2.729153
102 H 0.698030 0.541114 -4.841619
103 H -2.937560 -3.324311 -2.589289
104 H -2.384509 -1.397934 -1.171955
105 H 1.978864 1.773664 -4.926555
106 H -4.025503 2.365100 -0.337430
107 H 0.088934 -3.168176 -5.066439
108 H 1.834066 -4.210824 -1.868282
109 H 4.576265 -2.047992 -1.043776
110 H 0.285886 2.267205 -4.749609

Forces on the atoms, in the same order (eV/Å):
Fe 0.06 -0.28 0.28
P 0.23 0.07 -0.44
P -0.11 -0.12 -0.04
P -0.26 0.30 -0.07
Si 0.03 0.07 0.27
O -0.09 0.06 0.14
N 0.08 0.08 -0.14
C 0.07 -0.01 0.08
C 0.08 0.01 -0.05
C -0.03 -0.12 0.09
C 0.01 -0.03 0.06
C -0.03 0.08 -0.02
C -0.03 0.05 -0.03
C 0.12 0.00 0.08
C 0.01 -0.09 -0.08
C 0.04 0.07 0.08
C -0.01 0.01 -0.04
C 0.02 -0.01 0.06
C -0.04 0.02 -0.06
C -0.01 0.03 0.02
C -0.03 -0.04 -0.03
C -0.03 -0.01 0.01
C -0.02 -0.01 -0.09
C -0.03 0.00 -0.06
C -0.04 -0.01 0.04
C 0.03 0.07 -0.02
C 0.00 -0.03 -0.04
C 0.04 0.03 -0.04
C 0.02 -0.03 0.03
C -0.04 -0.02 0.04
C -0.02 -0.04 -0.09
C 0.03 0.04 0.03
C -0.10 -0.21 -0.08
C -0.03 0.00 -0.01
C -0.02 -0.01 0.02
C -0.18 -0.10 -0.05
C 0.09 0.00 0.05
C -0.02 -0.06 -0.12
C -0.02 -0.05 -0.01
C 0.03 0.02 -0.02
C -0.02 0.00 -0.03
C -0.02 -0.02 -0.03
C 0.01 0.04 0.03
C -0.03 0.02 -0.05
C 0.07 0.11 0.10
C 0.01 0.07 -0.01
C 0.12 0.08 0.10
C 0.03 0.00 0.02
C 0.06 0.01 0.00
C -0.04 -0.04 0.02
C -0.03 0.00 0.02
C 0.06 0.04 0.06
C 0.05 0.00 0.00
C 0.01 0.02 0.02
C -0.01 -0.07 -0.05
C -0.08 0.06 0.01
C 0.07 -0.03 0.10
C -0.20 -0.03 0.05
C 0.03 0.00 0.07
C 0.04 0.02 -0.10
C -0.05 -0.10 0.01
C 0.10 0.04 0.00
C -0.02 -0.03 -0.01
H 0.00 0.01 0.01
H 0.01 0.01 0.01
H 0.01 0.01 0.03
H 0.02 0.00 0.01
H 0.01 0.03 0.00
H -0.01 0.00 0.00
H 0.00 -0.02 0.00
H -0.02 -0.03 -0.05
H 0.00 0.01 -0.01
H 0.02 -0.01 0.00
H -0.02 0.00 -0.03
H -0.01 0.02 0.00
H 0.01 0.00 0.03
H 0.03 0.04 0.01
H -0.02 0.00 -0.01
H -0.01 0.00 -0.02
H 0.01 0.01 0.00
H -0.03 -0.01 0.02
H -0.04 0.02 0.02
H 0.00 0.01 0.01
H 0.08 0.01 -0.03
H 0.01 -0.01 -0.01
H 0.01 -0.04 -0.02
H 0.01 -0.01 -0.01
H 0.02 0.01 -0.01
H 0.00 0.00 0.02
H 0.02 0.02 0.03
H -0.02 0.01 -0.02
H 0.00 0.01 -0.02
H 0.00 -0.01 0.00
H -0.04 0.00 0.01
H 0.01 -0.02 -0.01
H -0.01 -0.01 0.00
H -0.02 -0.01 -0.01
H 0.02 -0.02 0.00
H 0.01 0.00 -0.01
H -0.02 0.00 0.00
H -0.03 0.03 -0.01
H -0.01 -0.01 0.00
H 0.00 -0.02 0.01
H 0.00 0.05 0.00
H -0.01 0.00 0.02
H 0.02 0.03 0.00
H 0.02 0.01 0.00
H -0.02 0.02 -0.02
H 0.01 0.00 0.02
H -0.02 -0.03 0.01